1.
Molecular formula: C5H5NO
Method: DFT, ωB97M-V with the def2-TZVPD basis set

Results
SMILES: C#CC(=O)[C@H]1CN1
E_tot (Ha): -323.35964
Energy relative to the best compared isomer or geometry (same formula, charge and spin) (eV): 4.355
Spin multiplicity: 1

```
12
Properties=species:S:1:pos:R:3:forces:R:3
O -1.1249 1.4224 1.1952 0.3221 -0.4686 -0.4088
C -0.7947 0.7098 0.2649 0.2852 0.0302 0.0940
C -0.8760 1.1354 -1.1215 -0.0617 0.2770 -0.6869
C -0.8112 1.4568 -2.2793 -0.0948 -0.0800 0.3886
C -0.2357 -0.6523 0.4262 1.2891 0.3601 -0.9021
C 1.2740 -0.8986 0.5711 0.7761 0.4172 0.5033
N 0.3684 -1.0154 1.6893 0.1338 -0.1877 0.2631
H -0.7754 1.7679 -3.2985 -0.0123 -0.0368 0.0850
H -0.1715 -1.3092 -0.4312 -2.3177 -0.8475 0.2001
H 1.9247 -0.0607 0.4013 0.3130 0.2592 0.4911
H 1.6506 -1.8787 0.2549 -0.1835 0.5574 -0.2917
H 0.4445 -0.1211 2.1817 -0.4493 -0.2803 0.2643
```
Positions in Å, forces in eV/Å.

---

2.
Molecular formula: C3H3NO
Method: DFT, ωB97M-V with the def2-TZVPD basis set

Results
SMILES: C=C=O.C#N
E_tot (Ha): -246.03180
Energy relative to the best compared isomer or geometry (same formula, charge and spin) (eV): 1.626
Spin multiplicity: 1

```
8
Properties=species:S:1:pos:R:3:forces:R:3
C 0.9629 -2.1286 0.8309 3.0643 2.6172 -0.3742
C -1.2219 0.9156 -0.0979 1.5038 0.3582 1.1093
C -0.1854 1.4424 -0.7719 -0.9805 0.4480 1.2734
N 1.8252 -1.3812 0.7130 -0.0464 -0.4165 0.3344
O -1.9608 0.4320 0.6764 0.4864 0.5942 -1.5130
H 0.1183 -2.6410 0.7454 -3.0277 -2.1872 0.0489
H 0.0536 1.0477 -1.7306 0.0770 -0.1748 -0.5150
H 0.4080 2.3130 -0.3653 -1.0769 -1.2391 -0.3637
```
Positions in Å, forces in eV/Å.

---

- Which formula does entry 2 have?
  C3H3NO

---

What did the second record say?
Molecular formula: C3H3NO
Method: DFT, ωB97M-V with the def2-TZVPD basis set

Results
SMILES: C=C=O.C#N
E_tot (Ha): -246.03180
Energy relative to the best compared isomer or geometry (same formula, charge and spin) (eV): 1.626
Spin multiplicity: 1

```
8
Properties=species:S:1:pos:R:3:forces:R:3
C 0.9629 -2.1286 0.8309 3.0643 2.6172 -0.3742
C -1.2219 0.9156 -0.0979 1.5038 0.3582 1.1093
C -0.1854 1.4424 -0.7719 -0.9805 0.4480 1.2734
N 1.8252 -1.3812 0.7130 -0.0464 -0.4165 0.3344
O -1.9608 0.4320 0.6764 0.4864 0.5942 -1.5130
H 0.1183 -2.6410 0.7454 -3.0277 -2.1872 0.0489
H 0.0536 1.0477 -1.7306 0.0770 -0.1748 -0.5150
H 0.4080 2.3130 -0.3653 -1.0769 -1.2391 -0.3637
```
Positions in Å, forces in eV/Å.

---

- Which of these has the lowest energy relative to the best compared isomer or geometry (same formula, charge and spin)?
  C3H3NO